# C27H54BrN3O3

A 4-piece molecular cluster, C27H54BrN3O3 overall at a distorted geometry (ωB97M-V/def2-TZVPD, the Open Molecules 2025 dataset).

Last column: Löwdin charge in e.
Element x y z (Å)
C (1.0221, 0.4528, -6.3152)  -0.035
C (0.1802, 0.2848, -5.0559)  -0.383
C (0.7372, -0.9675, -4.2909)  -0.103
C (0.4038, -1.1531, -2.7347)  -0.097
C (0.8670, 0.2043, -2.0954)  -0.169
C (0.3270, 1.4847, -2.6471)  -0.404
N (0.4136, 1.5523, -4.1849)  0.094
O (0.4788, 2.7126, -4.7125)  0.214
C (0.9245, 2.7046, -1.8850)  -0.020
C (-1.2201, 1.5083, -2.3634)  0.019
C (-1.3252, -0.0566, -5.3746)  0.007
H (1.0657, -0.3720, -7.0248)  0.112
H (2.0684, 0.7057, -6.1263)  0.097
H (0.8407, 1.3374, -6.9291)  0.095
H (1.8132, -0.9207, -4.4668)  0.114
H (0.4461, -1.8985, -4.7773)  0.130
H (0.8658, -2.0112, -2.2510)  0.106
H (-0.6713, -1.2208, -2.5628)  0.097
H (1.9336, 0.2554, -2.3296)  0.111
H (0.7472, 0.2767, -1.0140)  0.093
H (2.0025, 2.6293, -1.7332)  0.087
H (0.5575, 2.8629, -0.8715)  0.015
H (0.7558, 3.5923, -2.4942)  0.086
H (-1.6042, 2.4408, -2.7850)  0.101
H (-1.6173, 1.5571, -1.3514)  0.096
H (-1.6857, 0.7677, -3.0121)  0.058
H (-1.8237, -0.5629, -4.5503)  0.077
H (-1.4430, -0.7157, -6.2350)  0.106
H (-1.8408, 0.8399, -5.7215)  0.100
C (6.1910, -0.2840, 1.3033)  0.009
C (4.8345, 0.3664, 1.2198)  -0.420
C (4.2607, 0.3952, -0.2785)  -0.095
C (4.0153, -1.0690, -0.6846)  -0.216
C (2.8994, -1.6837, 0.0244)  -0.156
C (3.0670, -1.6656, 1.6001)  -0.378
N (3.7265, -0.3435, 2.0338)  0.088
O (3.9075, -0.3363, 3.2957)  0.172
C (3.9478, -2.9156, 2.0218)  0.027
C (1.6267, -1.7645, 2.1810)  -0.047
C (4.7598, 1.8282, 1.6571)  -0.039
H (6.8986, 0.3242, 0.7392)  0.115
H (6.2424, -1.2837, 0.8756)  0.080
H (6.5588, -0.2708, 2.3296)  0.107
H (4.9433, 0.8690, -0.9824)  0.134
H (3.3070, 0.9240, -0.3007)  0.082
H (4.9422, -1.6455, -0.7155)  0.114
H (3.8573, -1.0856, -1.7670)  0.112
H (2.6892, -2.6907, -0.3362)  0.138
H (1.9824, -1.1012, -0.0760)  0.085
H (3.3263, -3.8085, 2.0332)  0.102
H (4.5047, -2.7707, 2.9463)  0.093
H (4.6901, -2.9748, 1.2254)  0.075
H (1.1329, -2.6271, 1.7317)  0.095
H (0.9845, -0.9019, 2.0018)  -0.011
H (1.7148, -1.9566, 3.2506)  0.097
H (3.8347, 2.3749, 1.4790)  0.038
H (5.4695, 2.4268, 1.0833)  0.103
H (5.0775, 1.8836, 2.6987)  0.095
C (-5.6440, -0.0655, 0.8658)  -0.001
C (-5.1232, 0.8170, 1.9743)  -0.440
C (-5.7589, 0.3875, 3.3100)  -0.110
C (-5.2525, -1.0179, 3.8581)  -0.118
C (-3.9426, -1.4789, 3.1505)  -0.127
C (-2.9423, -0.3654, 2.8399)  -0.430
N (-3.5963, 0.6906, 1.9865)  0.072
O (-2.8721, 1.3446, 1.1700)  0.173
C (-1.7877, -0.9883, 2.0174)  -0.035
C (-2.4836, 0.3138, 4.1263)  0.036
C (-5.4075, 2.2906, 1.7604)  -0.020
H (-5.0446, -0.3944, 0.0145)  0.101
H (-6.4616, 0.3931, 0.3065)  0.110
H (-6.0844, -1.0175, 1.1647)  0.097
H (-6.8261, 0.5856, 3.1955)  0.136
H (-5.6518, 1.1391, 4.0957)  0.119
H (-6.0298, -1.7156, 3.5486)  0.112
H (-5.1861, -0.9356, 4.9410)  0.114
H (-4.2569, -1.9686, 2.2268)  0.114
H (-3.5461, -2.3503, 3.6713)  0.141
H (-2.0148, -1.1804, 0.9651)  0.091
H (-1.2583, -1.8994, 2.2935)  0.094
H (-0.9685, -0.3000, 1.7944)  -0.004
H (-1.9895, -0.4969, 4.6650)  0.115
H (-3.3084, 0.5971, 4.7777)  0.096
H (-1.6986, 1.0354, 3.9019)  0.089
H (-4.9917, 2.6294, 0.8089)  0.090
H (-4.8987, 2.9969, 2.4166)  0.107
H (-6.4706, 2.5095, 1.6740)  0.112
Br (0.8858, 1.9408, 1.7840)  -0.237

Values from the calculation:
Net charge ... +2
Multiplicity ... 1
Frontier orbital gap ... 0.162 Ha
Total energy ... -4024.279922 a.u.
HOMO ... -12.6 eV
Relative energy (zero: lowest compared OMol25 entry of this formula, charge and spin) ... 0.00 kJ/mol